# C54H127BN9O24

10 unconnected molecules or ions with the total composition C54H127BN9O24 (the ωB97M-V functional and the def2-TZVPD basis, OMol25).

Calculated values
LUMO in eV: 2.08
Frontier orbital gap in eV: 8.486
Strongest force on any atom in hartree/bohr: 0.115
Total charge: -1

Each line ends with the Mulliken charge.
Element x y z (Å)
H  -18.60067  0.50284  -2.00912  0.21
C  -14.53579  -4.58900  4.88614  0.17
N  -17.58715  -3.39968  0.30632  -0.08
H  -12.06749  2.02922  -2.78748  0.28
H  -16.02321  4.80931  -5.95462  0.26
H  -17.07747  -1.37717  0.59804  0.29
H  -14.68667  -7.95445  6.28999  -0.31
H  -16.25749  -6.69226  -4.95530  0.39
O  -7.84606  -6.58573  4.42519  -0.40
H  -14.07111  -11.76252  2.64604  0.12
H  -6.28851  -4.40746  1.85652  0.22
H  -15.83555  -1.15835  -5.92447  0.40
H  -13.05618  -0.05756  -7.61457  0.33
O  -12.57756  -4.83307  3.76183  -0.78
O  -15.09483  -10.78629  -0.80499  -0.41
H  -17.39187  -10.55972  5.70284  0.46
H  -14.63113  -6.40391  -1.77755  0.01
H  -17.12543  -6.32706  -0.25296  0.66
H  -9.25209  -0.49147  1.72513  0.16
H  -9.53039  -9.15270  0.08662  0.52
N  -17.63596  -5.33621  7.55168  -0.60
C  -11.89455  -9.30296  4.68131  -1.13
O  -14.88388  -5.98803  9.79918  -0.40
N  -6.76500  -4.57633  -0.11601  -0.33
H  -15.99466  -3.62493  1.61100  -0.82
H  -16.42240  3.10208  -5.75709  0.26
H  -11.68132  3.31297  -1.99490  0.47
H  -1.95554  -7.05396  1.99614  0.23
O  -14.78067  -4.20800  3.71180  -0.18
H  -14.22646  -8.01727  10.03600  0.29
H  -9.60968  -5.91910  3.68790  0.07
C  -13.91367  -6.98314  9.89154  -0.50
H  -10.24597  -1.73216  2.36373  0.10
H  -14.38772  -12.80850  4.15186  0.28
C  -17.76850  -9.55651  5.50327  -1.08
O  -13.54928  -4.85291  1.51935  0.97
O  -18.84552  -1.36153  -1.37032  -0.38
H  -6.72830  -5.65817  5.83173  0.29
H  -17.91432  -5.58625  10.35417  0.34
C  -16.56483  -8.60499  5.22983  1.24
O  -3.86439  -6.04030  1.83968  -0.28
O  -9.93973  -10.91701  -4.89800  -0.25
H  -11.78496  -10.84079  -1.19595  -0.11
C  -15.74546  -6.13274  8.72933  0.19
C  -15.71078  -6.26736  -1.83922  0.14
H  -12.79637  -1.87194  -6.08227  0.27
H  -16.08127  -4.14126  8.27173  0.30
C  -17.48525  -1.77023  -1.51847  -0.39
H  -11.22265  -10.14401  4.85246  0.36
H  -18.32973  -9.29239  6.39956  0.52
C  -2.44643  -6.17129  1.58625  -0.73
C  -12.89957  -9.97562  3.67627  0.27
O  -12.60882  -5.78782  5.95429  -0.73
H  -4.36237  -5.16161  -0.11653  0.43
C  -16.45164  4.07694  -5.27037  -0.71
H  -19.50865  -3.79055  4.61275  0.11
H  -13.56120  -2.19214  -2.53358  0.23
H  -17.42089  -2.65238  -2.15546  0.14
C  -17.46200  -4.69989  9.90934  -1.49
H  -10.51374  -11.73165  -6.65568  0.33
C  -9.10686  -6.86554  3.88672  0.27
H  -8.05741  -6.49638  6.50038  0.32
H  -10.59749  3.12046  -6.66715  0.38
O  -16.44887  -6.74126  -2.92727  -0.51
N  -9.94234  -10.79818  -2.19679  -0.17
H  -12.43932  -9.02414  5.58331  0.23
H  -8.54636  -5.63141  0.07062  -0.09
H  -14.28098  1.31248  -3.30316  -0.08
H  -9.31571  -8.64926  5.04104  0.44
O  -13.94538  -1.79908  -4.32379  -0.06
H  -18.58103  -3.36250  0.48222  0.40
H  -11.71707  3.87059  -5.64881  0.34
C  -12.98650  -2.59691  1.34122  0.25
H  -15.32314  -11.34929  3.91413  0.04
H  -15.86991  -2.33459  -0.18210  0.17
C  -9.64143  -12.16997  -4.23878  -0.68
H  -12.61640  -3.27887  -3.44430  0.39
C  -16.08089  -6.02311  -4.11320  -0.75
H  -11.65894  -7.27078  4.32842  -0.60
H  -10.22905  -7.36316  5.74183  0.35
H  -10.77222  2.65440  -4.85036  0.24
H  -8.59973  -12.48815  -4.28031  0.39
H  -13.53180  -10.40113  0.47005  0.01
H  -20.22859  -0.08986  -2.47604  0.27
H  -13.40757  -7.01476  8.92668  0.04
O  -19.13977  -3.80823  2.50597  -0.45
C  -12.32652  1.70510  -0.58046  -0.13
C  -14.56801  -10.08878  0.34040  0.03
H  -8.35251  -4.97890  5.77871  0.33
H  -15.13768  -6.19512  7.82666  -0.29
H  -20.46290  -9.81643  5.34986  0.33
O  -15.38639  -4.71657  5.81362  -0.66
H  -12.35868  -10.27853  2.77973  0.58
H  -16.59738  -8.24359  0.62737  0.40
H  -17.49424  4.27687  -5.02317  0.29
H  -10.17032  -10.00658  -6.71609  0.24
C  -15.92059  2.54143  -3.30920  -0.31
O  -13.42159  -11.08098  4.41673  -0.47
H  -17.94896  -7.07881  5.66252  0.35
H  -16.70910  -5.13479  -4.17927  0.27
H  -16.04217  -8.63737  7.21669  0.53
H  -12.32101  1.37036  1.92695  0.26
H  -1.98437  -5.21795  1.84271  0.29
H  -13.12885  -6.70464  10.59481  0.31
H  -14.72016  -12.74411  -0.02288  0.26
H  -15.55911  -6.18377  0.30256  -0.49
H  -15.05949  -9.77163  6.42223  0.50
N  -14.64479  0.41484  -6.27843  0.00
H  -16.83928  -1.01908  -1.97298  0.34
C  -6.06279  -5.11512  1.05878  0.11
C  -8.82854  -3.83464  1.19720  0.66
H  -10.31305  -12.85991  -4.74967  0.36
H  -15.27025  -12.55848  -1.61151  0.36
B  -13.57788  -4.21732  2.86007  1.19
H  -8.85659  -11.18480  -6.75921  0.28
C  -13.72684  0.76598  -7.36944  -0.73
H  -8.65900  -1.61133  2.91555  0.38
C  -12.93683  2.01288  -7.17292  -0.54
H  -6.69918  -3.62811  -0.45752  0.35
O  -15.65852  3.75563  -4.12289  -0.43
C  -9.95919  -7.80786  4.78396  -0.66
H  -18.23911  -3.95778  9.72637  0.37
H  -17.26214  -4.96975  1.81579  0.34
H  -14.25349  -3.04893  -5.90460  0.39
H  -18.82729  -0.77782  -3.25622  0.28
H  -10.97117  -6.94264  0.58655  0.15
H  -20.77600  -4.44738  3.83214  0.29
C  -16.94348  -2.14723  -0.16165  -0.30
H  -8.87955  -7.21698  2.88028  0.02
H  -15.15216  -1.51425  -7.32402  0.55
C  -14.71253  1.98887  -2.56536  0.07
H  -15.76016  -5.18102  -1.76471  -0.09
C  -17.84976  -3.33383  2.79279  -0.63
H  -14.00384  -8.08805  -0.40357  -0.02
H  -16.45514  -6.95525  8.81844  0.25
H  -6.29970  -6.16579  1.22624  0.14
C  -14.36469  -11.81950  3.69421  -0.28
C  -9.82531  -10.95894  -6.31349  -0.81
O  -13.13080  -4.21963  -0.65286  -0.55
C  -10.56441  -9.37686  -0.17543  -0.04
H  -13.67541  -9.26986  3.37950  -0.17
H  -15.97417  -8.91616  4.36821  -0.41
H  -14.89191  1.36103  -1.69257  0.18
H  -17.41469  -3.62182  3.74979  0.13
H  -20.45042  -10.20979  3.60798  0.22
C  -8.19701  -4.59907  0.05218  -0.90
H  -2.43501  -6.18734  0.49642  0.32
H  -10.48197  -11.51815  -0.27664  0.44
C  -13.07072  -5.11138  4.97224  0.55
N  -17.20746  -7.32463  5.02233  -0.43
C  -14.84970  -1.06222  -6.37940  -1.17
H  -4.08866  -4.16020  1.22234  0.35
H  -16.80571  -4.46837  10.74826  0.33
H  -14.99714  -10.39194  1.29540  0.17
O  -12.67598  -1.50723  0.82901  -0.56
H  -11.09769  -9.40013  0.77493  -0.17
C  -7.77501  -5.89257  5.63797  -0.87
C  -19.88417  -10.25723  4.53814  -0.89
H  -9.04521  -11.01254  -1.78534  0.24
H  -8.44491  -3.95973  2.20976  0.25
C  -10.71834  -10.73554  -0.99758  -0.44
N  -11.21821  -8.14717  4.08806  0.56
H  -11.36875  -11.72866  -3.22635  0.24
H  -10.37653  -12.87148  -2.34273  0.48
H  -13.71815  3.60110  -3.07142  0.27
C  -13.28757  -3.96062  0.54623  0.52
H  -12.30845  2.33220  -8.00435  0.52
C  -14.60070  -12.09256  -0.88851  -0.55
H  -13.73364  2.72869  -6.97089  0.18
C  -11.23105  2.90770  -5.80608  -0.87
H  -11.69452  2.95656  2.28131  0.31
C  -14.73578  -8.51878  0.27969  -0.06
H  -13.23576  1.22828  -0.21437  0.08
C  -11.65715  2.14864  1.55058  -0.69
H  -16.14803  1.77932  -4.05456  0.23
O  -12.05579  2.72790  0.34014  -0.41
H  -19.65096  -11.31825  4.62734  0.33
C  -4.57454  -5.09734  0.95068  -0.96
O  -11.17592  -8.25946  -0.94760  -0.45
H  -8.65695  -4.18306  -0.84420  0.46
H  -14.66347  -8.05062  1.26137  0.09
N  -16.08907  -8.13553  -0.23869  -0.43
H  -14.18875  0.66466  -5.41257  -0.11
O  -8.91805  -2.45644  0.91215  -0.44
C  -17.04272  -3.92415  1.59976  0.71
C  -16.12672  -6.70814  -0.46618  0.07
H  -16.42462  -6.68861  4.96992  -0.15
H  -15.04264  -5.69175  -4.13211  0.26
C  -20.04064  -3.65920  3.67051  -0.62
C  -16.71677  -4.97520  8.56964  0.64
H  -13.59112  -12.13590  -1.29711  0.09
H  -14.37478  -3.56162  -3.07245  0.35
H  -10.60149  1.88180  1.50090  0.25
C  -13.61747  -2.84983  -3.40098  -1.12
C  -13.81892  -2.06052  -5.75525  -0.28
N  -13.80114  3.01768  -2.25117  -0.41
O  -11.96855  1.76303  -6.14712  -0.25
C  -19.18634  -0.36453  -2.31369  -0.65
C  -12.44968  2.54491  -1.90651  -0.69
H  -16.76614  2.61471  -2.62526  0.40
H  -11.61659  -6.26113  -0.89968  0.00
C  -10.88945  -6.96801  -0.50009  -0.43
C  -10.34425  -11.95381  -2.93004  -0.55
O  -13.18470  -2.80501  2.69816  -0.89
H  -9.87409  -4.11668  1.32127  -0.21
H  -9.88989  -6.69442  -0.83793  0.50
O  -18.69985  -9.52193  4.43024  -0.23
H  -17.18406  -5.42823  6.65311  0.01
H  -11.68823  0.84988  -0.80244  0.30
H  -14.18900  0.79592  -8.35615  0.46
H  -18.21947  -4.55902  7.27677  0.21
H  -20.50948  -2.68598  3.52523  0.30
C  -9.23737  -1.54772  1.99386  -0.52
C  -15.42968  -8.75131  6.32228  -1.14
H  -17.78093  -2.24841  2.86518  0.36